A molecular structure, C17H29Cl2N2O4Ti in a non-equilibrium geometry, computed with wB97M-V/def2-TZVPD.

For the energy above the lowest of the compared OMol25 structures with the same formula, charge and spin, the calculation gives 89.7 kcal/mol. The value obtained for the HOMO energy (spin up / spin down) is -0.891 / -0.875 eV. Its spin multiplicity is 3. The gap between HOMO and LUMO (spin up / spin down) comes out at 3.1 / 3.0 eV. The largest force on an atom is 4.153 eV/A. The LUMO energy (spin up / spin down) comes out at 2.17 / 2.16 eV. Its total charge is -1. Its expectation value of S² is 2.03.

Positions of all 55 atoms, in Å:
O1 1.13 1.65 -1.09
C1 0.69 1.61 -2.30
C2 1.37 2.46 -3.26
C3 1.92 3.69 -2.85
H1 1.75 4.00 -1.82
C4 2.74 4.43 -3.73
H2 3.21 5.34 -3.34
C5 2.96 3.98 -5.04
H3 3.65 4.58 -5.66
C6 2.32 2.82 -5.50
H4 2.48 2.52 -6.54
C7 1.53 2.08 -4.62
H5 1.07 1.15 -4.96
H6 0.11 0.72 -2.66
C8 -2.13 1.96 -1.74
C9 -1.36 0.74 -1.54
H7 -3.16 1.81 -1.38
H8 -2.14 2.08 -2.83
H9 -1.73 2.89 -1.29
C10 -1.59 -0.52 -1.22
C11 -2.81 -1.19 -0.61
H10 -0.83 -1.27 -1.44
H11 -3.71 -1.20 -1.25
H12 -3.10 -0.82 0.38
H13 -2.57 -2.24 -0.44
Ti1 0.74 0.83 0.51
Cl1 0.49 2.91 1.42
Cl2 1.33 -1.14 -0.55
C12 -1.72 0.82 2.28
O2 -0.91 0.24 1.47
N1 -1.97 0.38 3.49
C13 -1.42 -0.84 4.10
C14 -2.90 1.11 4.35
H14 -2.20 1.80 2.00
H15 -0.65 -1.29 3.49
H16 -2.22 -1.55 4.27
H17 -1.01 -0.58 5.07
H18 -3.20 2.05 3.87
H19 -2.45 1.34 5.33
H20 -3.81 0.51 4.54
H21 -0.42 -4.79 2.35
H22 2.44 -5.88 0.86
C15 -0.16 -4.19 1.47
C16 1.96 -5.05 0.34
N2 1.29 -4.14 1.26
H23 -0.51 -3.18 1.62
C17 1.94 -3.12 1.81
O3 1.38 -2.23 2.52
H24 2.73 -4.54 -0.24
H25 3.03 -3.04 1.60
H26 -0.67 -4.65 0.62
H27 1.25 -5.48 -0.37
O4 2.00 0.35 2.07
H28 1.88 0.73 2.98
H29 1.94 -0.64 2.20

Population analysis type Mulliken, resulting atomic charges in e: number 1, O, carries -0.27; number 2, C, carries -0.35; number 3, C, carries 0.61; number 4, C, carries -0.47; number 5, H, carries 0.35; number 6, C, carries -0.44; number 7, H, carries 0.31; number 8, C, carries -0.40; number 9, H, carries 0.29; number 10, C, carries -0.45; number 11, H, carries 0.32; number 12, C, carries -0.47; number 13, H, carries 0.36; number 14, H, carries 0.51; number 15, C, carries -1.50; number 16, C, carries 0.25; number 17, H, carries 0.53; number 18, H, carries 0.25; number 19, H, carries 0.18; number 20, C, carries -0.19; number 21, C, carries -1.44; number 22, H, carries 0.30; number 23, H, carries 0.36; number 24, H, carries 0.19; number 25, H, carries 0.28; number 26, Ti, carries 0.25; number 27, Cl, carries -0.63; number 28, Cl, carries -0.57; number 29, C, carries -0.06; number 30, O, carries 0.22; number 31, N, carries 0.29; number 32, C, carries -0.78; number 33, C, carries -0.89; number 34, H, carries 0.30; number 35, H, carries 0.09; number 36, H, carries 0.32; number 37, H, carries 0.35; number 38, H, carries 0.29; number 39, H, carries 0.31; number 40, H, carries 0.32; number 41, H, carries 0.29; number 42, H, carries 0.33; number 43, C, carries -0.70; number 44, C, carries -0.89; number 45, N, carries 0.25; number 46, H, carries 0.04; number 47, C, carries -0.11; number 48, O, carries -0.72; number 49, H, carries 0.34; number 50, H, carries 0.40; number 51, H, carries 0.36; number 52, H, carries 0.31; number 53, O, carries -0.40; number 54, H, carries 0.28; number 55, H, carries 0.33